[1]
# C55H106Cl6N12O4

A 15-piece molecular cluster, C55H106Cl6N12O4 overall (wB97M-V/def2-TZVPD, OMol25).

Structure (ORCA input):
```
! wB97M-V def2-TZVPD RIJCOSX def2/J DEFGRID3
* xyz 0 1
C -1.278 2.505 -5.540
Cl -1.189 3.981 -6.507
Cl -0.092 1.265 -6.025
H -1.059 2.844 -4.558
H -2.243 2.010 -5.540
C -4.532 0.790 -0.980
Cl -5.577 0.231 0.338
Cl -4.842 -0.042 -2.518
H -4.701 1.825 -1.187
H -3.521 0.663 -0.728
C 2.814 0.128 -4.322
Cl 2.861 1.799 -3.832
Cl 3.604 -1.072 -3.386
H 1.805 -0.198 -4.315
H 3.272 0.135 -5.369
C -6.682 4.971 -1.519
C -5.319 5.711 -1.636
C -4.189 4.693 -1.958
C -4.228 4.236 -3.425
C -4.133 5.467 -4.337
C -5.212 6.475 -4.144
N -5.276 6.777 -2.678
O -6.373 7.646 -2.441
C -4.826 7.823 -4.858
C -6.493 6.026 -4.775
C -4.944 6.364 -0.236
H -7.397 5.756 -1.561
H -6.792 4.549 -0.495
H -7.021 4.197 -2.167
H -3.264 5.179 -1.776
H -4.177 3.853 -1.336
H -5.139 3.743 -3.624
H -3.475 3.453 -3.779
H -3.866 5.221 -5.418
H -3.242 6.058 -3.978
H -5.549 8.635 -4.832
H -3.769 8.138 -4.590
H -4.784 7.598 -5.918
H -7.229 6.827 -4.749
H -6.411 5.726 -5.820
H -6.911 5.114 -4.255
H -5.788 7.102 -0.033
H -4.144 7.119 -0.374
H -4.808 5.657 0.588
H -5.908 8.480 -2.347
C 3.845 -1.600 -0.058
C 4.346 -2.249 1.239
C 5.374 -3.344 0.735
C 6.260 -3.818 1.860
C 7.014 -2.665 2.445
C 6.153 -1.580 3.006
N 5.263 -1.147 1.854
O 4.329 -0.165 2.276
C 5.468 -1.883 4.317
C 6.991 -0.298 3.281
C 3.263 -2.767 2.068
H 3.361 -2.342 -0.789
H 4.774 -1.234 -0.541
H 3.083 -0.786 0.083
H 4.811 -4.139 0.300
H 6.004 -2.869 -0.068
H 7.011 -4.539 1.488
H 5.667 -4.340 2.615
H 7.731 -2.189 1.724
H 7.598 -3.106 3.245
H 4.570 -1.261 4.445
H 5.090 -2.869 4.448
H 6.082 -1.554 5.116
H 6.319 0.519 3.637
H 7.804 -0.398 3.915
H 7.389 0.099 2.366
H 2.640 -1.907 2.435
H 3.579 -3.308 3.022
H 2.548 -3.390 1.482
H 4.521 0.588 1.656
C 0.115 2.122 1.157
C -1.217 1.942 0.455
C -1.020 2.570 -0.950
C -0.053 1.702 -1.767
C -0.526 0.263 -1.898
C -0.812 -0.392 -0.561
N -1.601 0.532 0.289
O -1.570 -0.104 1.568
C -1.681 -1.637 -0.680
C 0.508 -0.837 0.045
C -2.283 2.727 1.262
H -0.049 1.804 2.191
H 0.392 3.123 1.033
H 0.909 1.524 0.700
H -1.965 2.714 -1.440
H -0.632 3.586 -0.777
H 0.934 1.703 -1.260
H 0.142 2.121 -2.749
H 0.202 -0.398 -2.508
H -1.404 0.313 -2.522
H -1.192 -2.379 -1.379
H -1.835 -2.275 0.237
H -2.686 -1.423 -1.069
H 0.373 -1.030 1.128
H 0.910 -1.715 -0.360
H 1.212 -0.042 -0.006
H -2.339 2.481 2.318
H -3.271 2.486 0.924
H -1.979 3.807 1.255
H -2.419 -0.642 1.570
C -1.448 -9.254 -0.848
C -0.570 -8.255 -0.147
C 0.918 -8.530 -0.333
C 1.821 -7.336 -0.220
C 1.386 -6.056 -0.961
C -0.088 -5.719 -0.790
N -0.936 -6.963 -0.915
O -2.228 -6.532 -0.345
C -0.245 -4.973 0.532
C -0.472 -4.809 -1.970
C -0.870 -8.150 1.361
H -2.490 -9.047 -0.517
H -1.267 -10.345 -0.597
H -1.377 -9.067 -1.922
H 1.237 -9.311 0.352
H 1.043 -9.012 -1.350
H 2.776 -7.617 -0.735
H 2.154 -7.185 0.855
H 1.551 -6.163 -2.059
H 1.858 -5.128 -0.645
H 0.207 -5.620 1.358
H 0.420 -4.062 0.511
H -1.216 -4.536 0.738
H -1.541 -4.566 -2.063
H 0.026 -3.838 -1.960
H -0.199 -5.336 -2.914
H -0.097 -7.556 1.865
H -0.824 -9.122 1.828
H -1.809 -7.620 1.577
H -2.651 -6.251 -1.158
C 0.513 5.612 2.194
C 1.419 5.434 1.046
N 2.057 5.436 0.086
H 0.265 4.601 2.528
H -0.444 5.864 1.771
H 0.747 6.322 2.957
C 2.771 1.584 5.114
C 1.554 2.327 4.817
N 0.590 2.936 4.570
H 2.613 0.772 5.802
H 3.557 2.202 5.510
H 3.117 1.292 4.095
C 0.759 -4.305 4.481
C 1.570 -5.341 3.940
N 2.171 -6.126 3.391
H 1.225 -3.338 4.377
H 0.716 -4.438 5.528
H -0.239 -4.218 4.022
C 6.711 1.185 -4.854
C 5.750 1.378 -5.902
N 4.948 1.597 -6.720
H 6.220 0.657 -4.036
H 7.106 2.112 -4.434
H 7.441 0.467 -5.099
C -2.629 4.567 5.448
C -2.466 5.612 4.463
N -2.294 6.256 3.542
H -1.641 4.010 5.365
H -3.331 3.908 5.013
H -2.825 4.858 6.410
C -1.811 0.110 4.572
C -0.455 -0.334 4.858
N 0.609 -0.776 5.041
H -2.048 -0.109 3.561
H -1.825 1.200 4.696
H -2.503 -0.405 5.271
C -4.545 -4.673 1.196
C -4.160 -3.324 1.680
N -3.860 -2.222 1.923
H -5.371 -5.098 1.728
H -3.729 -5.410 1.144
H -4.817 -4.634 0.192
C 4.860 3.812 -1.495
C 5.061 2.758 -0.466
N 5.104 1.984 0.385
H 4.372 4.680 -0.959
H 4.207 3.450 -2.260
H 5.869 4.157 -1.889
*
```

## Properties
- HOMO energy: -8.42 eV
- Frontier orbital gap: 8.72 eV
- Strongest force on any atom: 0.077 Eh/bohr

Löwdin atomic charge list, values in e, 6 entries:
1. C -1.020
2. Cl 0.540
3. Cl 0.534
4. H -0.018
5. H 0.030
6. C -1.024

[2]
# C17H46Ba2O15

C17H46Ba2O15 as an isolated structure (wB97M-V/def2-TZVPD, OMol25).

Structure (ORCA input):
```
! wB97M-V def2-TZVPD RIJCOSX def2/J DEFGRID3
* xyz 1 2
Ba 0.658 3.222 -4.030
Ba 0.006 -3.567 2.827
C -0.172 0.744 0.388
C 0.012 -0.619 0.878
C 0.741 -1.687 -0.080
O 0.991 -2.799 0.415
C 1.006 -1.260 -1.489
C 0.832 0.038 -1.876
C 0.212 1.063 -0.892
O 0.079 2.309 -1.246
O 1.132 0.266 -3.115
O -0.385 -0.982 1.986
H -0.472 1.502 1.095
H 1.386 -2.012 -2.164
C -1.144 1.689 3.827
O -1.899 0.513 4.021
H -1.432 2.345 3.006
H -1.260 2.328 4.702
H -0.064 1.569 3.738
H -1.868 0.014 3.201
C -1.889 5.082 -1.904
O -1.575 5.138 -3.245
H -2.694 5.738 -1.572
H -2.090 4.036 -1.671
H -0.980 5.368 -1.374
H -2.336 5.536 -3.674
C 1.959 -2.668 -5.205
O 1.514 -1.337 -5.359
H 2.463 -2.956 -6.128
H 2.738 -2.686 -4.443
H 1.141 -3.355 -4.990
H 1.443 -0.904 -4.505
C 4.092 1.749 -3.229
O 3.193 2.752 -2.868
H 3.611 1.046 -3.909
H 4.950 2.122 -3.788
H 4.428 1.157 -2.377
H 3.664 3.394 -2.331
C 0.999 4.267 1.930
O -0.260 4.068 1.305
H 1.637 4.937 1.354
H 0.860 4.698 2.921
H 1.657 3.402 2.015
H -0.152 3.494 0.544
C -0.323 -1.927 6.295
O -0.433 -1.740 4.875
H 0.284 -1.237 6.881
H -1.309 -1.870 6.755
H 0.005 -2.956 6.441
H -0.821 -0.893 4.641
C -3.642 2.789 0.788
O -4.524 3.361 -0.184
H -3.147 1.903 0.390
H -2.919 3.546 1.092
H -4.165 2.535 1.710
H -4.678 4.289 0.008
C -3.340 -2.727 3.651
O -2.571 -2.911 2.451
H -4.132 -3.462 3.508
H -2.753 -2.993 4.530
H -3.801 -1.744 3.747
H -3.201 -2.823 1.732
C 2.425 -5.357 -1.452
O 1.372 -4.499 -1.895
H 3.346 -4.849 -1.166
H 2.072 -5.866 -0.555
H 2.746 -6.060 -2.220
H 1.282 -3.811 -1.231
C 4.095 -1.770 -1.886
O 5.490 -1.930 -2.191
H 3.554 -1.552 -2.806
H 3.613 -2.672 -1.510
H 3.794 -0.969 -1.210
H 5.607 -2.674 -2.786
C -3.115 -1.232 -0.354
O -4.081 -2.079 0.211
H -2.258 -1.827 -0.672
H -3.539 -0.560 -1.100
H -2.784 -0.615 0.481
H -4.884 -1.569 0.342
*
```

## Properties
- HOMO energy (alpha / beta): -6.54 / -8.50 eV
- Frontier orbital gap (alpha / beta): 3.25 / 5.19 eV
- Strongest force on any atom: 0.118 Eh/bohr

Löwdin atomic charge list, values in e, 6 entries:
1. Ba 1.893
2. Ba 1.994
3. C -0.005
4. C -0.390
5. C -0.353
6. O -0.282

[3]
# C2H3F2IO

A 2-piece molecular cluster, C2H3F2IO overall (wB97M-V/def2-TZVPD, OMol25).

Structure (ORCA input):
```
! wB97M-V def2-TZVPD RIJCOSX def2/J DEFGRID3
* xyz 0 1
C -1.260 0.426 -0.349
C 1.261 -0.350 -0.031
O -1.627 0.256 0.985
F 2.107 0.559 -0.630
F 1.385 -0.377 1.322
I 1.769 -2.236 -0.901
H -1.668 -0.388 -1.083
H -1.010 1.421 -0.858
H -0.958 0.689 1.545
*
```

## Properties
- HOMO energy (alpha / beta): -8.84 / -8.38 eV
- Frontier orbital gap (alpha / beta): 8.79 / 7.50 eV
- Strongest force on any atom: 0.049 Eh/bohr

Löwdin atomic charge list, values in e, 6 entries:
1. C -0.043
2. C -0.798
3. O -0.079
4. F -0.095
5. F -0.054
6. I 0.777